{"formula": "C8H16N2", "method": "wB97M-V/def2-TZVPD", "symbols": ["C", "C", "C", "H", "H", "H", "H", "H", "H", "H", "H", "C", "C", "C", "C", "C", "N", "N", "H", "H", "H", "H", "H", "H", "H", "H"], "positions_angstrom": [[-1.342, -0.358, -1.975], [-2.072, -1.402, -2.821], [-0.181, 0.260, -2.766], [-2.091, 0.345, -1.618], [-0.848, -0.890, -1.191], [-1.428, -2.251, -3.039], [0.346, 0.933, -2.079], [-2.344, -1.013, -3.810], [-2.973, -1.807, -2.357], [0.475, -0.475, -3.224], [-0.567, 0.920, -3.553], [-0.959, 0.118, 2.058], [-1.361, -1.351, 2.074], [0.354, 0.428, 1.383], [0.911, 1.653, 1.196], [2.259, 0.107, 0.449], [1.227, -0.524, 0.933], [2.116, 1.439, 0.581], [-1.689, 0.840, 1.713], [-0.769, 0.415, 3.097], [-1.976, -1.592, 1.211], [0.579, 2.654, 1.395], [3.214, -0.311, 0.175], [2.830, 2.116, 0.379], [-1.864, -1.616, 2.995], [-0.436, -1.931, 2.025]], "forces_ev_per_angstrom": [[0.19, -0.93, -1.41], [-0.07, -0.16, -0.49], [-0.98, 1.33, 0.35], [0.41, 0.35, 0.24], [-0.14, -0.15, 1.14], [0.19, -0.14, 0.10], [0.40, -0.27, -0.20], [-0.14, 0.15, 0.20], [0.02, 0.15, 0.08], [0.08, -0.11, 0.21], [0.07, -0.21, -0.12], [0.96, 0.45, 0.95], [0.46, 0.27, -0.45], [-0.16, -0.20, -0.18], [-0.07, 0.74, -0.26], [0.56, 0.02, 0.44], [-0.28, -0.81, -0.10], [0.29, 0.20, 0.03], [-0.48, -0.22, -0.25], [-0.21, -0.04, 0.07], [-0.08, -0.23, -0.01], [-0.19, 0.07, 0.09], [-0.20, -0.23, -0.34], [-0.12, 0.10, -0.03], [-0.31, 0.01, 0.05], [-0.20, -0.13, -0.07]], "largest_force_ev_per_a": 1.70, "homo_lumo_gap_ha": 0.346, "de_lowest_kcal_mol": 9.4, "smiles": "CCc1c[nH]cn1.CCC"}


{"formula": "C4H13NO2", "method": "wB97M-V/def2-TZVPD", "symbols": ["N", "C", "C", "C", "C", "H", "H", "H", "H", "H", "H", "H", "H", "H", "H", "H", "O", "H", "H", "O"], "positions_angstrom": [[0.487, 0.975, -1.676], [1.263, 0.784, -0.461], [1.124, -0.717, 0.006], [0.624, -1.376, -1.270], [-0.252, -0.347, -1.965], [0.968, 1.452, -2.401], [2.296, 0.979, -0.595], [0.830, 1.637, 0.210], [2.201, -0.960, 0.315], [0.431, -0.983, 0.832], [1.383, -1.704, -1.944], [-0.144, -2.237, -0.944], [-0.270, -0.299, -3.115], [-1.200, -0.365, -1.434], [0.454, 0.474, 3.919], [-0.731, 0.558, 2.885], [-0.224, 0.950, 3.516], [-1.632, -0.293, 0.366], [-3.021, 0.370, 0.689], [-2.466, -0.389, 0.870]], "forces_ev_per_angstrom": [[-1.54, -1.85, 0.78], [-2.26, 1.81, 1.68], [1.47, 1.03, 0.06], [-2.73, -2.27, 0.63], [2.33, 2.69, -1.33], [0.24, -0.27, -0.82], [1.05, 0.33, -0.25], [1.12, -1.91, -0.10], [-1.75, -0.38, -0.33], [0.51, 0.71, -0.27], [0.63, -0.57, -0.23], [2.13, 1.22, -1.01], [-0.68, -1.02, 1.83], [-0.50, 0.40, -0.76], [1.23, -1.71, 0.37], [-1.72, -2.40, -2.51], [0.41, 4.08, 2.09], [-0.91, 0.24, 0.39], [0.13, 0.23, -0.21], [0.84, -0.38, -0.01]], "largest_force_ev_per_a": 4.60, "homo_lumo_gap_ha": 0.340, "de_lowest_kcal_mol": 45.4, "smiles": "C1CCNC1.O.O"}


{"formula": "H9O5", "method": "wB97M-V/def2-TZVPD", "symbols": ["O", "H", "O", "H", "H", "O", "H", "H", "O", "H", "H", "O", "H", "H"], "positions_angstrom": [[1.282, 1.018, 0.324], [0.470, 1.513, 0.143], [0.770, 0.055, 2.912], [-0.108, -0.330, 2.793], [0.796, 0.493, 2.022], [0.364, -1.174, -0.413], [0.903, -1.532, -1.126], [0.995, 0.075, -0.117], [-0.064, 0.596, -2.622], [0.433, 1.296, -2.192], [-0.357, 0.019, -1.883], [-2.289, -0.539, -0.274], [-2.518, -0.124, 0.571], [-1.347, -0.809, -0.149]], "forces_ev_per_angstrom": [[-0.56, 0.14, -0.36], [0.24, 0.18, 0.08], [-0.96, 0.41, -0.74], [0.14, -0.40, 0.52], [1.08, -0.11, 0.26], [0.06, 0.33, -0.19], [-0.26, -0.13, 0.09], [-0.01, -0.24, 0.64], [-0.40, 0.03, -0.15], [0.13, -0.12, 0.13], [0.44, 0.07, -0.15], [-0.12, 0.28, 0.77], [-0.02, -0.14, -0.38], [0.25, -0.31, -0.51]], "largest_force_ev_per_a": 1.28, "homo_lumo_gap_ha": 0.333, "total_charge": -1, "de_lowest_kcal_mol": 9.5}


Number 1: electronic energy -423.92462 hartree, HOMO level -8.543 eV. Number 2: electronic energy -365.37008 hartree, HOMO level -8.492 eV. Number 3: electronic energy -381.64772 hartree, HOMO level -5.076 eV.